15
Properties=species:S:1:pos:R:3 method="wB97M-V/def2-TZVPD" gap_ev=9.943 homo_energy_ev=-10.1
S -1.92 0.00 -0.12
O -2.69 0.11 -1.35
N -1.94 1.14 0.86
C -0.95 -2.93 0.91
C -2.50 2.45 0.78
C -0.74 -3.29 -0.33
H 0.10 0.66 -0.76
H 0.13 -3.08 -0.98
H -3.08 2.59 -0.13
H -1.68 3.03 0.72
H -3.22 2.63 1.58
H -1.58 -3.95 -0.74
H -1.69 -3.46 1.53
H 0.49 1.08 -0.30
H -0.35 -2.24 1.42